<i>
This record from OMol25 describes 19 unconnected molecules or ions with the total composition H38O19. The level of theory is wB97M-V/def2-TZVPD.

Structure (ORCA input):
```
! RIJCOSX wB97M-V def2-TZVPD def2/J DEFGRID3
* xyz 0 1
O -3.15076 2.09457 -3.04985
H -2.60055 1.31382 -2.96098
H -3.98611 1.96465 -2.59905
O -1.11315 0.70662 2.09367
H -0.86696 1.36006 2.76211
H -0.76453 -0.10628 2.49115
O 1.62848 -3.28326 3.23798
H 1.08629 -3.82907 2.66299
H 1.86298 -2.51406 2.69908
O 3.85668 0.53244 -4.02720
H 3.42996 -0.31985 -3.96431
H 3.82281 0.94421 -3.16581
O -1.46921 -2.35832 2.15878
H -2.17030 -1.88830 1.70007
H -0.90763 -2.67086 1.41346
O -4.03744 0.04333 2.11045
H -3.91852 0.30004 3.03736
H -3.07451 -0.05005 1.98286
O 0.53189 1.71614 -1.41400
H 1.22588 1.91044 -0.76467
H -0.05885 2.49079 -1.26188
O -1.19298 2.92149 0.07529
H -1.67324 3.34111 0.78879
H -1.13909 1.97261 0.24765
O -3.30375 -1.34037 -0.87856
H -3.73090 -0.47750 -0.84846
H -3.90092 -1.91102 -0.38203
O 3.47709 -0.12022 4.28555
H 3.94210 -0.90470 3.98506
H 2.65063 -0.07531 3.76792
O -0.23783 -0.44792 -0.02156
H 0.02023 -1.14774 -0.63884
H -0.12271 0.31440 -0.62650
O 0.43195 -3.15685 -2.92324
H 0.89408 -3.66161 -3.61025
H -0.11610 -2.67248 -3.57165
O 1.60205 4.22136 0.08566
H 1.26685 5.11078 0.07170
H 1.83421 3.85549 -0.76252
O 0.56887 4.17645 -2.93353
H 0.22531 3.27892 -2.99307
H -0.25408 4.67561 -2.99443
O 1.53033 -0.54643 2.47630
H 0.92712 -0.35828 3.21472
H 1.32147 0.02664 1.73050
O -0.02313 -0.74617 -3.80697
H -0.45150 -0.24862 -3.10450
H -0.61719 -0.65589 -4.55878
O -0.10759 -0.44893 4.54278
H 0.53897 -0.43186 5.25439
H -0.04964 -1.40677 4.34943
O 2.47434 -0.05621 -1.92682
H 2.61874 -0.76996 -1.31089
H 1.66648 0.46406 -1.86656
O -0.06317 -3.44200 0.13335
H 0.13495 -4.34725 0.34283
H -0.46838 -3.34187 -0.73495
*
```

Summary:
LUMO = -0.327 eV
Kohn-Sham gap = 10.108 eV



<ii>
This record from OMol25 describes 19 unconnected molecules or ions with the total composition H38O19. The level of theory is wB97M-V/def2-TZVPD.

Structure (ORCA input):
```
! RIJCOSX wB97M-V def2-TZVPD def2/J DEFGRID3
* xyz 0 1
O 0.37616 3.41664 -2.38458
H -0.54209 3.33816 -2.25882
H 0.73829 3.32729 -3.25630
O -4.03763 -1.71365 0.24559
H -4.07820 -2.41438 -0.42551
H -4.75832 -1.18378 -0.14205
O -2.98254 -3.80445 2.58315
H -3.02574 -3.39136 1.71151
H -2.01381 -4.02965 2.58661
O 0.07356 0.90897 2.56120
H -0.80837 0.46015 2.71763
H 0.36531 1.07245 3.48000
O 3.07045 0.98956 3.09404
H 2.68577 0.61374 2.30089
H 3.37207 0.39346 3.76644
O 4.79351 -0.28200 -0.49197
H 5.06560 0.55731 -0.88975
H 3.87047 -0.33061 -0.80267
O -2.35107 -0.90019 -4.00347
H -2.29244 -0.11716 -4.54962
H -1.64239 -1.43696 -4.39312
O -2.49971 4.10518 -1.22470
H -3.09071 4.25562 -0.49277
H -1.76769 4.74287 -1.15971
O 3.79139 2.54697 0.84568
H 2.88870 2.53393 0.48997
H 3.80119 1.99479 1.62600
O 0.16726 3.47432 2.66282
H 0.95932 4.01850 2.77805
H -0.49328 4.13644 2.33000
O -4.28979 -0.96680 -2.30965
H -4.12525 -0.15142 -2.76825
H -3.86362 -1.71455 -2.69301
O -3.18031 -0.85837 2.94777
H -3.63810 -1.53621 3.42750
H -3.22340 -1.13982 2.04731
O -0.37402 -3.12432 -1.71970
H -0.54724 -3.33892 -2.62294
H -0.64236 -2.23465 -1.50267
O 0.77213 -0.66799 -1.39916
H 1.62472 -0.89255 -1.74637
H 0.65089 0.30208 -1.30861
O 4.32488 2.21190 -1.83546
H 3.69193 1.94469 -2.47393
H 4.30807 2.74093 -1.05148
O -0.94559 -3.24160 0.98029
H -1.16518 -3.42324 0.08635
H -1.67842 -2.67594 1.30629
O 1.58848 -3.34220 0.16911
H 1.13974 -4.12514 0.46980
H 0.89480 -2.70538 0.30788
O 2.00426 -0.70119 0.74567
H 2.36542 -1.30547 0.09498
H 1.22647 -1.12018 1.09299
O 1.29465 1.36893 -0.14213
H 0.94670 1.07924 0.71128
H 1.20509 2.33597 -0.11843
*
```

Summary:
LUMO = -0.344 eV
Kohn-Sham gap = 9.620 eV



On energetic grounds, <i> is preferred over the next structure by 176.4 kJ/mol.